[1]
13
Properties=species:S:1:pos:R:3:mulliken_charge:R:1 method="wB97M-V/def2-TZVPD" lumo_ev=0.37 gap_ev=9.2887 smiles=CSS.O.O de_lowest_ev=0.387 total_charge=0
C 0.013 -1.506 -0.109 -0.721
S 0.093 -0.915 -1.808 -0.047
S 0.967 0.928 -1.638 -0.219
H 0.157 -2.589 -0.156 0.302
H -0.924 -1.271 0.394 0.271
H 0.813 -1.140 0.520 0.254
H -0.035 1.650 -1.112 0.167
O -0.101 1.906 2.423 -0.628
H -0.598 1.440 3.116 0.347
H 0.527 1.221 2.148 0.311
O -1.592 -0.393 3.322 -0.650
H -2.293 0.216 3.062 0.329
H -2.025 -1.237 3.484 0.283

=====

[2]
14
Properties=species:S:1:pos:R:3:mulliken_charge:R:1 method="wB97M-V/def2-TZVPD" lumo_ev=0.63 gap_ev=11.3382 smiles="O=CO.O.O.O" de_lowest_ev=0.347 total_charge=0
O -0.659 -0.835 1.784 -0.445
C -1.421 -0.781 0.861 0.151
O -1.206 -1.337 -0.325 -0.423
H -2.378 -0.272 1.033 0.339
H -1.412 -0.699 -1.014 0.385
O -1.614 1.001 -1.796 -0.726
H -0.689 1.267 -1.648 0.403
H -1.548 0.544 -2.659 0.336
O 0.976 1.213 -0.732 -0.678
H 1.443 1.763 -0.100 0.325
H 1.123 0.328 -0.392 0.325
O 2.431 -0.505 1.372 -0.615
H 3.224 -0.935 1.651 0.290
H 1.729 -0.753 1.964 0.333

=====

[3]
14
Properties=species:S:1:pos:R:3:mulliken_charge:R:1 method="wB97M-V/def2-TZVPD" s_squared=0.759 lumo_ev="-5.06 / -10.25" spin_multiplicity=2 gap_ev="10.7474 / 5.5544" de_lowest_ev=0.939 total_charge=+1
O 1.903 0.080 1.101 -0.220
C 1.631 -0.859 0.352 0.382
O 1.171 -0.730 -0.835 -0.332
H 1.856 -1.881 0.705 0.362
H 0.153 -0.885 -0.996 0.443
H -2.002 -0.903 -0.672 0.408
H -1.695 -2.318 -1.180 0.350
O -1.268 -1.454 -1.049 -0.659
H -3.240 0.974 0.670 0.326
H -1.903 1.150 -0.039 0.304
O -2.670 0.594 -0.005 -0.686
H 1.059 2.814 0.221 0.354
H 0.954 1.538 1.060 0.433
O 0.431 2.160 0.541 -0.467

=====

[4]
15
Properties=species:S:1:pos:R:3:mulliken_charge:R:1 method="wB97M-V/def2-TZVPD" s_squared=3.760 lumo_ev="-8.82 / -11.74" spin_multiplicity=4 gap_ev="9.9367 / 5.8076" total_charge=+2
N 2.040 -0.770 0.614 -0.081
C 1.631 0.333 -0.154 -0.495
Si -0.043 1.193 0.332 0.439
O -1.343 0.175 0.464 -0.311
Si -1.849 -1.188 -0.470 0.494
H 1.433 -1.343 1.199 0.306
H 3.016 -0.825 0.916 0.319
H 2.442 1.069 -0.166 0.426
H 1.510 0.011 -1.213 0.347
H -0.405 2.170 -0.737 -0.078
H 0.182 1.859 1.616 0.009
H -0.849 -1.276 -1.549 -0.053
H -3.167 -0.731 -0.966 -0.119
H -1.871 -2.355 0.410 0.017
Co -2.728 1.678 -0.297 0.779

=====

[5]
19
Properties=species:S:1:pos:R:3:mulliken_charge:R:1 method="wB97M-V/def2-TZVPD" lumo_ev=-7.62 gap_ev=5.5550 de_lowest_ev=4.858 total_charge=+2
Li -0.200 3.245 -4.915 0.957
Li 2.753 3.253 -1.009 0.971
Li -1.875 5.034 -0.306 0.961
O -0.523 2.686 -1.907 -1.153
H -1.112 1.909 -1.965 0.249
O 4.291 0.490 -2.082 -0.658
H 3.447 0.040 -2.122 0.341
H 4.930 -0.172 -2.346 0.321
O 0.739 -2.181 -3.030 -0.643
H -0.217 -2.165 -2.989 0.316
H 0.945 -2.982 -3.511 0.334
C -1.179 -0.959 3.573 0.663
O -0.266 -0.454 4.223 -0.633
N -1.448 -0.696 2.332 -0.354
N -2.120 -1.793 3.968 -0.414
H -2.281 -1.079 1.908 0.159
H -0.976 0.013 1.788 0.171
H -1.832 -2.367 4.748 0.208
H -3.076 -1.820 3.643 0.205

=====

[6]
13
Properties=species:S:1:pos:R:3:mulliken_charge:R:1 method="wB97M-V/def2-TZVPD" lumo_ev=-3.32 gap_ev=10.8408 de_lowest_ev=0.293 total_charge=+1
O 2.064 1.380 0.647 -0.659
H 2.770 0.932 0.177 0.319
H -0.913 0.456 1.020 0.343
H 2.425 2.067 1.214 0.312
N -0.505 0.556 0.098 -0.280
C -0.328 -0.819 -0.479 -0.298
N -1.613 -1.438 -0.446 -0.476
H -1.244 1.023 -0.432 0.404
H 0.346 1.147 0.174 0.302
H -0.027 -0.702 -1.516 0.356
H 0.427 -1.338 0.110 0.314
H -2.125 -1.393 0.419 0.162
H -1.796 -2.257 -0.994 0.202

=====

[7]
15
Properties=species:S:1:pos:R:3:mulliken_charge:R:1 method="wB97M-V/def2-TZVPD" lumo_ev=0.31 gap_ev=9.3905 smiles="N=C(N)N.O.O" de_lowest_ev=1.693 total_charge=0
N 0.046 -0.102 2.593 -0.706
C -0.078 -0.460 1.297 0.491
N 0.419 -1.792 0.885 -0.458
N -1.010 0.033 0.327 -0.359
H 0.723 -0.783 2.994 0.236
H 0.336 -2.560 1.496 0.218
H 0.119 -1.959 -0.030 0.192
H -0.923 -0.244 -0.535 0.189
H -1.681 0.803 0.466 0.214
O -0.897 2.168 -2.123 -0.632
H -0.174 2.019 -1.523 0.322
H -0.971 1.340 -2.628 0.315
O 1.316 -0.098 -1.773 -0.643
H 1.724 0.362 -0.953 0.326
H 1.765 0.242 -2.536 0.295

=====

[8]
15
Properties=species:S:1:pos:R:3:mulliken_charge:R:1 method="wB97M-V/def2-TZVPD" lumo_ev=-5.53 gap_ev=11.5047 de_lowest_ev=1.157 total_charge=+2
C -0.683 3.154 7.796 -0.062
N -1.496 3.539 7.106 -0.319
N -3.066 2.962 4.928 -0.065
N -3.343 1.846 5.375 0.023
N 5.116 -5.222 -12.738 -0.598
N -3.769 1.703 6.533 -0.108
H 0.140 3.149 8.526 0.327
H -2.951 3.008 3.924 0.285
H -2.746 3.717 5.517 0.353
H 5.659 -4.837 -11.941 0.394
H 5.768 -5.943 -13.244 0.428
H 4.323 -5.764 -12.370 0.389
H 4.812 -4.498 -13.406 0.387
H -3.856 2.459 7.211 0.281
H -3.908 0.729 6.784 0.285

=====

Calculated electronic energy (eV), listed in the same order as above: -26932.1276; -11404.6041; -11394.0462; -58083.0316; -12952.5526; -6204.3253; -9747.3721; -8616.4591